(1)
{
  "formula": "C2H38BaO19",
  "method": "wB97M-V/def2-TZVPD",
  "spin_multiplicity": 1,
  "e_lumo_ev": -1.96,
  "de_lowest_kcal_mol": 128.4,
  "molar_mass_g_mol": 503.635,
  "total_energy_ev": -42287.377,
  "symbols": ["Ba", "O", "C", "C", "O", "H", "H", "H", "H", "O", "H", "H", "O", "H", "H", "O", "H", "H", "O", "H", "H", "O", "H", "H", "O", "H", "H", "O", "H", "H", "O", "H", "H", "O", "H", "H", "O", "H", "H", "O", "H", "H", "O", "H", "H", "O", "H", "H", "O", "H", "H", "O", "H", "H", "O", "H", "H", "O", "H", "H"],
  "positions_angstrom": [[3.52, -1.42, 0.59], [1.57, 0.02, -0.82], [0.23, -0.16, -0.53], [0.17, -0.27, 0.95], [0.98, -1.34, 1.43], [-0.08, -1.03, -1.05], [-0.27, 0.76, -0.85], [-0.84, -0.62, 1.14], [0.34, 0.61, 1.56], [3.28, 0.76, -2.91], [4.01, 1.29, -2.60], [2.77, 0.59, -2.17], [-1.86, 2.22, -1.98], [-1.85, 1.79, -1.12], [-0.97, 2.46, -2.19], [0.73, 2.08, -2.79], [1.65, 2.38, -3.07], [0.79, 1.53, -2.00], [0.63, -4.06, 2.16], [-0.16, -4.20, 2.66], [0.59, -3.10, 1.93], [-1.65, 0.03, -3.56], [-1.73, 0.76, -2.97], [-1.42, 0.57, -4.34], [0.80, -0.99, -3.63], [-0.09, -0.70, -3.72], [1.09, -0.33, -3.01], [-0.04, -0.66, 3.95], [0.36, -0.95, 3.16], [-0.72, -0.11, 3.56], [2.69, 0.29, 2.70], [2.76, 0.49, 3.62], [1.76, 0.28, 2.40], [-1.42, 2.75, 0.94], [-0.49, 2.80, 1.20], [-1.59, 3.64, 0.66], [1.49, 2.77, 0.13], [1.55, 1.82, -0.03], [2.39, 3.07, 0.00], [-2.30, 1.02, 3.09], [-2.15, 1.66, 2.42], [-2.65, 0.20, 2.69], [-2.75, 0.09, -0.18], [-1.86, 0.15, 0.07], [-2.66, -0.01, -1.13], [1.30, -3.00, -1.37], [1.44, -3.29, -2.27], [1.11, -2.08, -1.49], [-1.27, -2.77, 0.38], [-0.57, -2.19, 0.71], [-1.30, -2.66, -0.54], [1.88, 3.06, 3.18], [2.04, 2.37, 2.56], [2.73, 3.37, 3.48], [-3.05, -1.44, 2.27], [-2.87, -1.68, 3.20], [-2.32, -1.73, 1.70], [-1.96, -2.31, -2.35], [-1.86, -1.48, -2.87], [-1.88, -3.11, -2.91]]
}

(2)
{
  "formula": "C19H18N3O5PtS",
  "method": "wB97M-V/def2-TZVPD",
  "spin_multiplicity": 1,
  "e_lumo_ev": 2.58,
  "de_lowest_kcal_mol": 9.4,
  "molar_mass_g_mol": 595.514,
  "total_energy_ev": -48789.054,
  "total_charge": -1,
  "symbols": ["Pt", "O", "C", "O", "C", "C", "C", "C", "C", "N", "C", "O", "O", "H", "H", "H", "C", "C", "N", "C", "C", "C", "S", "N", "C", "O", "C", "C", "C", "C", "C", "C", "H", "H", "H", "H", "H", "H", "H", "H", "H", "H", "H", "H", "H", "H", "H"],
  "positions_angstrom": [[0.15, -2.29, -0.01], [-1.80, -4.68, -2.62], [-1.25, -4.07, -1.72], [-0.60, -2.96, -1.82], [-1.31, -4.64, -0.30], [-1.94, -5.79, 0.12], [-1.87, -6.13, 1.46], [-1.17, -5.33, 2.36], [-0.56, -4.19, 1.89], [-0.66, -3.89, 0.59], [0.25, -3.16, 2.68], [0.41, -3.34, 3.87], [0.71, -2.18, 1.97], [-2.47, -6.39, -0.61], [-2.35, -7.04, 1.82], [-1.09, -5.56, 3.42], [-3.47, 2.94, 1.21], [-2.27, 2.36, 1.95], [-1.04, 2.35, 1.17], [-0.17, 3.52, 1.25], [-0.36, 4.49, 0.09], [-0.73, 1.29, 0.36], [-1.81, 0.01, 0.18], [0.45, 1.47, -0.29], [1.21, 0.56, -0.85], [1.21, -0.70, -0.78], [2.34, 1.11, -1.68], [3.17, 0.23, -2.38], [4.21, 0.72, -3.15], [4.43, 2.08, -3.24], [3.61, 2.96, -2.54], [2.57, 2.48, -1.77], [-4.36, 2.87, 1.83], [-3.63, 2.37, 0.29], [-3.32, 3.99, 0.95], [-2.49, 1.34, 2.25], [-2.07, 2.94, 2.86], [0.87, 3.18, 1.28], [-0.39, 4.02, 2.20], [-0.18, 3.98, -0.85], [0.34, 5.33, 0.18], [-1.37, 4.89, 0.07], [2.97, -0.83, -2.30], [4.84, 0.03, -3.70], [5.25, 2.46, -3.84], [3.79, 4.03, -2.61], [1.93, 3.15, -1.22]]
}

(3)
{
  "formula": "C18H20N2O5S2",
  "method": "wB97M-V/def2-TZVPD",
  "spin_multiplicity": 1,
  "e_lumo_ev": -0.46,
  "de_lowest_kcal_mol": 170.0,
  "molar_mass_g_mol": 408.501,
  "total_energy_ev": -53871.731,
  "symbols": ["C", "C", "C", "C", "C", "S", "O", "O", "N", "C", "C", "N", "O", "O", "C", "C", "C", "C", "C", "C", "C", "C", "H", "H", "H", "H", "H", "H", "H", "H", "H", "H", "H", "H", "C", "S", "C", "C", "O", "H", "H", "H", "H", "H", "H", "H", "H"],
  "positions_angstrom": [[-4.31, -1.84, 0.18], [-3.24, -1.07, -0.54], [-3.26, -0.99, -1.93], [-2.28, -0.28, -2.62], [-1.27, 0.35, -1.89], [0.10, 1.13, -2.70], [0.20, 0.65, -4.06], [0.26, 2.51, -2.36], [1.34, 0.32, -1.80], [2.20, 0.82, -0.88], [3.31, -0.01, -0.81], [4.63, 0.35, -0.46], [5.51, -0.52, -0.28], [4.85, 1.58, -0.36], [3.02, -1.21, -1.58], [3.68, -2.41, -1.84], [2.96, -3.42, -2.51], [1.69, -3.16, -3.08], [1.15, -1.87, -3.01], [1.78, -0.95, -2.20], [-1.29, 0.35, -0.49], [-2.24, -0.41, 0.16], [-4.17, -1.79, 1.26], [-5.31, -1.45, -0.04], [-4.31, -2.90, -0.10], [-4.04, -1.51, -2.49], [-2.28, -0.23, -3.71], [2.01, 1.69, -0.29], [4.70, -2.54, -1.50], [3.39, -4.42, -2.64], [1.15, -3.93, -3.60], [0.28, -1.61, -3.60], [-0.55, 0.92, 0.07], [-2.20, -0.51, 1.25], [0.59, 2.91, 2.65], [0.01, 2.09, 3.96], [-0.99, 2.97, 5.19], [-1.32, 1.02, 3.39], [1.01, 1.31, 4.70], [-0.08, 3.16, 1.83], [1.65, 3.05, 2.54], [-1.83, 3.49, 4.73], [-1.41, 2.24, 5.91], [-0.36, 3.69, 5.72], [-2.18, 1.62, 3.09], [-0.95, 0.47, 2.53], [-1.58, 0.36, 4.22]]
}

(4)
{
  "formula": "C4H9IN2",
  "method": "wB97M-V/def2-TZVPD",
  "spin_multiplicity": 1,
  "e_lumo_ev": 0.62,
  "de_lowest_kcal_mol": 18.8,
  "molar_mass_g_mol": 212.034,
  "total_energy_ev": -15371.746,
  "symbols": ["C", "C", "N", "N", "C", "C", "I", "H", "H", "H", "H", "H", "H", "H", "H", "H"],
  "positions_angstrom": [[1.22, -0.94, -0.86], [0.08, -0.16, -0.08], [-0.32, 1.16, -0.38], [0.47, 2.15, 0.31], [-0.32, -0.73, 1.34], [-1.21, -1.07, 0.27], [-3.17, -0.15, 0.06], [0.90, -1.46, -1.71], [1.69, -1.80, -0.40], [1.88, -0.12, -1.16], [-0.70, 1.43, -1.26], [-0.14, 2.91, 0.58], [1.24, 2.38, -0.27], [-0.74, -0.24, 2.23], [0.44, -1.40, 1.58], [-1.31, -1.97, -0.25]]
}

(5)
{
  "formula": "C4H9ClN",
  "method": "wB97M-V/def2-TZVPD",
  "spin_multiplicity": 1,
  "e_lumo_ev": -3.82,
  "de_lowest_kcal_mol": 71.3,
  "molar_mass_g_mol": 106.576,
  "total_energy_ev": -18295.643,
  "total_charge": 1,
  "symbols": ["C", "C", "C", "C", "N", "Cl", "H", "H", "H", "H", "H", "H", "H", "H", "H"],
  "positions_angstrom": [[-0.48, -0.57, 2.37], [-0.73, -1.36, 1.32], [-0.76, -1.90, 0.11], [-0.23, 0.88, -1.08], [1.16, 1.31, -0.92], [0.28, 0.90, 2.06], [-0.62, -0.98, 3.38], [-0.79, -0.08, -0.45], [0.26, -2.11, -0.19], [-1.57, -2.19, -0.47], [-0.13, 0.46, -2.11], [-1.01, 1.61, -1.18], [1.72, 0.66, -1.57], [1.33, 1.16, 0.07], [1.55, 2.23, -1.34]]
}

(6)
{
  "formula": "C12H36NO10",
  "method": "wB97M-V/def2-TZVPD",
  "spin_multiplicity": 1,
  "e_lumo_ev": 2.82,
  "molar_mass_g_mol": 354.417,
  "total_energy_ev": -34992.034,
  "total_charge": -1,
  "symbols": ["O", "H", "C", "C", "O", "O", "H", "H", "H", "H", "H", "H", "C", "C", "O", "O", "H", "H", "H", "H", "H", "H", "C", "C", "O", "O", "H", "H", "H", "H", "H", "H", "C", "C", "O", "O", "H", "H", "H", "H", "H", "H", "C", "C", "C", "O", "C", "N", "H", "H", "H", "H", "H", "H", "H", "H", "H", "H", "H"],
  "positions_angstrom": [[14.54, 9.51, 6.79], [14.53, 8.74, 6.23], [11.03, 7.96, 10.11], [12.21, 7.07, 9.75], [12.62, 7.01, 8.39], [9.81, 7.56, 9.56], [11.29, 8.99, 9.71], [10.86, 7.87, 11.20], [11.94, 6.01, 9.97], [13.08, 7.22, 10.38], [13.12, 7.88, 8.27], [9.82, 7.78, 8.56], [18.50, 7.61, 5.01], [18.24, 8.11, 6.46], [17.65, 7.04, 7.21], [19.23, 6.40, 5.06], [19.00, 8.39, 4.41], [17.53, 7.48, 4.54], [17.46, 8.96, 6.51], [19.12, 8.50, 6.94], [16.92, 7.46, 7.71], [18.93, 5.92, 5.78], [12.08, 11.72, 7.03], [12.53, 11.77, 5.56], [13.92, 11.61, 5.36], [11.98, 10.46, 7.56], [11.11, 12.25, 7.12], [12.76, 12.40, 7.55], [12.20, 12.80, 5.11], [12.03, 10.89, 5.10], [14.19, 10.76, 5.76], [12.71, 9.83, 7.38], [15.29, 9.40, 10.22], [14.61, 10.66, 9.82], [15.29, 11.20, 8.72], [15.08, 8.40, 9.26], [14.80, 9.07, 11.18], [16.35, 9.51, 10.39], [14.72, 11.39, 10.66], [13.56, 10.43, 9.69], [14.97, 10.86, 7.87], [14.99, 8.83, 8.33], [7.70, 8.71, 6.04], [8.98, 9.46, 6.49], [8.68, 10.41, 7.64], [7.57, 11.24, 7.51], [6.92, 11.58, 8.74], [9.87, 8.45, 7.04], [7.02, 9.45, 5.54], [7.10, 8.21, 6.81], [7.82, 7.97, 5.23], [9.46, 9.88, 5.60], [9.66, 10.92, 7.85], [8.57, 9.62, 8.44], [6.54, 10.71, 9.26], [6.11, 12.25, 8.46], [7.58, 12.12, 9.41], [10.27, 7.76, 6.36], [10.69, 8.82, 7.45]]
}